Below is a 3-piece molecular cluster, C22H27BClN2O6 overall, with properties calculated with the ωB97M-V functional and the def2-TZVPD basis.

```
59
Properties=species:S:1:pos:R:3:forces:R:3
O 3.603375 -2.668758 1.555952 0.151 -0.222 -0.118
C 3.886922 -2.599680 0.404862 -0.121 0.086 0.313
O 2.940615 -2.267947 -0.519709 0.115 0.131 -0.029
C 3.342463 -1.310046 -1.500805 -0.020 -0.209 0.096
C 2.157966 -1.169943 -2.425970 0.125 -0.268 -0.195
N 0.870587 -1.010110 -1.709468 -0.039 0.258 -0.116
C -0.217404 -1.619169 -2.160781 -0.131 -0.152 0.015
N -1.209009 -1.357315 -1.322983 -0.073 0.218 -0.006
Cl -2.768616 -1.942758 -1.492588 -0.067 -0.325 0.006
C -0.783008 -0.547533 -0.288258 -0.212 -0.142 0.059
B -1.675680 0.015497 0.920686 -0.018 0.004 0.184
O -2.695650 0.880853 0.702071 -0.064 -0.447 0.284
O -1.291587 -0.295503 2.188698 -0.545 0.087 -0.332
C 0.536949 -0.317659 -0.536456 0.388 -0.311 -0.173
C 1.455057 0.536674 0.269505 -0.424 0.369 -0.096
C 1.673308 1.955566 -0.326021 0.375 -0.253 0.059
C 3.105352 2.218096 -0.815467 -0.279 0.364 -0.001
C 3.372588 1.913779 -2.271059 0.091 -0.245 0.036
O 4.346716 1.337296 -2.660819 -0.011 0.181 -0.022
O 2.452453 2.385769 -3.165373 0.216 -0.470 -0.217
H 4.887047 -2.803520 -0.000897 0.009 0.085 -0.135
H 3.614920 -0.376554 -1.018225 0.053 -0.001 -0.061
H 4.208166 -1.643870 -2.075666 -0.015 -0.017 -0.077
H 2.310638 -0.388576 -3.169859 -0.041 0.194 0.201
H 2.069844 -2.107457 -2.974217 -0.102 0.008 -0.010
H -0.316747 -2.230230 -3.041064 0.146 -0.049 -0.014
H -3.313095 0.647530 0.000351 0.145 0.493 -0.325
H -1.083391 -1.229773 2.298964 0.616 0.109 0.256
H 2.386519 0.016826 0.466042 0.025 0.037 0.127
H 0.954735 0.670769 1.227947 0.088 -0.202 0.089
H 0.962336 2.136682 -1.131823 -0.186 0.053 0.079
H 1.426075 2.683279 0.442091 0.023 0.038 0.027
H 3.837368 1.699178 -0.200938 0.056 -0.044 -0.040
H 3.316490 3.285340 -0.706203 0.017 0.017 -0.053
H 1.560791 2.148821 -2.891817 -0.129 0.474 0.173
C 0.540719 -0.630624 5.598344 -0.023 0.022 0.011
C 1.243226 -0.927569 4.438654 -0.017 0.003 -0.029
C 1.629326 -2.234070 4.167627 -0.096 0.028 -0.031
C 1.303204 -3.246546 5.060565 -0.039 -0.021 0.011
C 0.598983 -2.952066 6.219783 0.005 -0.020 -0.007
C 0.219942 -1.644277 6.489979 -0.008 0.010 -0.003
H 0.244511 0.388771 5.809183 -0.001 0.003 -0.002
H 1.494030 -0.134174 3.743820 0.026 0.011 0.021
H 2.179711 -2.459396 3.265922 0.018 -0.014 0.046
H 1.600461 -4.266416 4.852785 0.015 -0.002 0.007
H 0.346161 -3.742009 6.914779 0.008 -0.002 0.008
H -0.324584 -1.414893 7.396377 -0.004 0.001 0.004
C -3.712879 2.079276 -3.176903 0.023 -0.004 0.024
C -4.438362 1.085007 -2.533973 0.027 0.077 0.078
C -5.807775 1.223585 -2.354469 -0.003 -0.023 0.027
C -6.453192 2.357173 -2.827121 -0.001 0.006 -0.007
C -5.729078 3.349359 -3.472851 -0.002 -0.003 0.005
C -4.358669 3.213173 -3.646335 0.006 0.005 -0.010
H -2.643372 1.971805 -3.315261 0.001 -0.001 -0.007
H -3.932651 0.198636 -2.170454 -0.085 0.071 -0.112
H -6.373447 0.450994 -1.849260 -0.005 -0.005 -0.009
H -7.520717 2.466964 -2.692546 -0.006 0.001 0.002
H -6.234063 4.231717 -3.842115 -0.003 0.009 0.002
H -3.796577 3.990021 -4.147227 -0.002 0.002 -0.011
```
Forces are in eV/Å.

E_LUMO ... -0.123 Ha
Largest force on an atom ... 0.68 eV/Å
Net charge ... +1
Total energy ... -1900.34481 a.u.
HOMO energy ... -11.18 eV
Spin multiplicity ... 1
Gap between HOMO and LUMO ... 7.84 eV